Computed, not measured: a 14-piece molecular cluster, C3H34NO14 overall, with wB97M-V/def2-TZVPD.

The value obtained for the gap between HOMO and LUMO is 10.60 eV. As for the HOMO energy: -12.9 eV. The value obtained for the energy relative to the best compared isomer or geometry (same formula, charge and spin) is 0.0 kJ/mol.

Geometry as ORCA input:
```
! RIJCOSX wB97M-V def2-TZVPD def2/J DEFGRID3
* xyz 1 1
O 0.4426 0.6497 -1.4598
C 0.6331 -0.3505 -0.8215
C -0.5639 -1.1234 -0.2458
C -0.7691 -1.0903 1.2447
N -1.8081 -0.5386 -0.8999
H 1.6443 -0.6462 -0.4210
H -0.4231 -2.1378 -0.6473
H -1.3472 -0.1876 1.4939
H 0.1606 -0.9294 1.7862
H -1.3214 -1.9049 1.7233
H -1.8769 -0.8865 -1.9362
H -1.8733 0.4780 -1.0094
H -2.7323 -0.8394 -0.5796
H 1.6807 -2.6066 -2.8869
H 0.6144 -1.5841 -3.4026
O 0.8192 -2.2175 -2.7064
H 2.8228 2.1940 0.3179
H 3.1485 1.9754 -1.1373
O 2.5562 2.4805 -0.5711
H 3.1169 1.1495 2.6291
H 3.1646 -0.1061 1.5496
O 3.1159 0.8481 1.7256
H -0.9076 1.5301 4.5990
H -1.7218 0.3763 5.1498
O -0.8125 0.6635 5.0131
H 1.4904 -1.9305 3.3529
H 1.5496 -3.3615 3.4354
O 1.3331 -2.7093 2.7496
H -2.0975 2.0069 0.5452
H -0.9384 2.9290 1.1155
O -1.5180 2.1849 1.2918
H -2.4284 3.0922 -1.7687
H -0.9793 2.6378 -1.4677
O -1.9207 2.3872 -1.3547
H 2.6046 -2.3502 1.7686
H 4.1904 -2.1656 1.5102
O 3.3144 -1.9089 1.2140
H -0.5390 1.3491 -4.8549
H -0.8884 1.1435 -3.4087
O -0.7718 0.6485 -4.2333
H 1.0506 3.3199 -0.8546
H 0.7183 4.7844 -1.0471
O 0.2838 3.9285 -0.9809
H -4.8782 -1.7167 -1.3677
H -4.1270 -2.8853 -2.1113
O -4.1237 -2.3097 -1.3442
H 0.7124 -0.0820 4.3437
H 2.1073 -0.0222 4.8939
O 1.5939 -0.4958 4.2287
H -1.7902 -0.9912 -4.1177
H -1.6650 -2.4640 -3.6075
O -1.9782 -1.5849 -3.3670
*
```